(1)
This record from the Open Molecules 2025 dataset describes a structure of composition C8H28B2O30 in a non-equilibrium geometry. The level of theory is wB97M-V/def2-TZVPD.

Properties
Calculated total energy: -2629.09272 Ha
Charge: -2
HOMO energy: -5.08 eV
Strongest force on any atom: 8.096 eV/A
ΔE to the lowest compared entry with this formula, charge and spin: 4.483 eV

Each line ends with the Löwdin charge.
CARTESIAN COORDINATES (ANGSTROEM)
1 O -1.2878 -9.0512 -26.9261  0.1441
2 C -1.7678 -7.9428 -26.9352  -0.4214
3 O -2.8536 -7.6602 -27.5395  0.3230
4 B -3.2810 -6.4444 -26.8657  -0.8386
5 O -2.2500 -6.1553 -25.8500  0.3291
6 C -1.3536 -6.9329 -26.0615  -0.4862
7 O -0.2496 -6.7526 -25.5807  0.1446
8 O -4.5576 -6.6299 -26.1718  0.2906
9 C -5.3721 -5.8112 -26.7610  -0.3533
10 O -6.5787 -5.7125 -26.5821  0.1019
11 C -4.7145 -4.9541 -27.7095  -0.3631
12 O -3.4708 -5.2542 -27.7082  0.3077
13 O -5.2529 -4.0023 -28.2810  0.1204
14 O -1.7218 -1.5213 -28.0189  0.1250
15 C -1.2988 -2.6412 -27.7140  -0.4054
16 O -0.2506 -3.0384 -28.3115  0.2853
17 B 0.5100 -3.8460 -27.3694  -0.8719
18 O -0.3309 -3.8155 -26.1661  0.2907
19 C -1.3765 -3.1934 -26.4151  -0.4921
20 O -2.1551 -2.8288 -25.5588  0.1763
21 O 0.8134 -5.1683 -27.9452  0.2941
22 C 2.0288 -5.4110 -27.7464  -0.4078
23 O 2.5359 -6.5565 -27.6827  0.1047
24 C 2.6280 -4.2100 -27.2917  -0.4437
25 O 1.8032 -3.2375 -27.1512  0.3048
26 O 3.8301 -4.0467 -27.2533  0.1514
27 O -0.5463 -11.4406 -25.0934  -0.0366
28 H -0.3195 -10.9112 -25.8522  0.0013
29 H -0.1443 -11.0567 -24.3441  -0.0087
30 O 2.3202 -7.1778 -24.7062  -0.0983
31 H 1.7504 -6.4665 -25.0447  -0.0082
32 H 2.0574 -7.8580 -25.3555  -0.0349
33 O -8.5760 -7.6919 -25.6135  -0.0254
34 H -8.0499 -7.3030 -26.2683  -0.0155
35 H -8.9436 -6.9934 -25.0802  0.0296
36 O 1.4304 -4.7282 -23.7443  -0.0407
37 H 0.5570 -5.0715 -23.5547  -0.0080
38 H 1.3423 -3.7859 -23.8395  0.0323
39 O -3.8203 -9.6486 -25.6273  -0.0297
40 H -3.2086 -9.6206 -26.3824  0.0336
41 H -3.2746 -9.7518 -24.8217  0.0546
42 O 1.5112 -8.8639 -26.5278  -0.0294
43 H 1.8382 -8.2931 -27.2005  0.0065
44 H 0.5818 -8.9955 -26.7021  0.0028
45 O -7.2508 -3.0644 -26.8306  -0.0470
46 H -7.1125 -3.6931 -27.5242  -0.0098
47 H -8.0062 -3.4260 -26.3594  0.0209
48 O 0.1843 -8.5957 -23.4952  -0.0754
49 H 0.2487 -7.8481 -24.1037  -0.0142
50 H 1.1066 -8.9177 -23.4025  0.0512
51 O -6.0224 -8.2471 -24.1174  -0.0383
52 H -6.7667 -8.2541 -24.7052  -0.0103
53 H -5.2526 -8.4897 -24.6173  -0.0235
54 O -7.3013 -5.6074 -23.8195  -0.0404
55 H -7.8696 -4.8560 -23.6538  0.0644
56 H -7.0218 -5.6242 -24.7421  0.0138
57 O -4.6067 -1.5145 -27.3306  -0.0530
58 H -4.7119 -2.1887 -27.9510  -0.0507
59 H -3.7478 -1.0807 -27.4985  0.0206
60 O -1.3260 -5.0886 -23.2200  -0.0099
61 H -1.4697 -4.5425 -23.9598  -0.0050
62 H -1.8600 -5.8460 -23.4411  -0.0007
63 O -4.8207 -5.2957 -23.2394  -0.0548
64 H -5.7775 -5.3502 -23.2744  -0.0410
65 H -4.4183 -6.1259 -23.4701  -0.0341
66 O -3.0994 -7.5127 -23.3566  -0.0052
67 H -2.7183 -8.3134 -23.6905  0.0288
68 H -3.5713 -7.8780 -22.6090  0.0782

(2)
This record from the Open Molecules 2025 dataset describes a structure of composition C19H16IN3O3PdS. The level of theory is wB97M-V/def2-TZVPD.

Properties
Calculated total energy: -1947.07437 Ha
Charge: +1
Spin multiplicity: 2
HOMO energy (spin up / spin down): -11.40 / -11.32 eV
Strongest force on any atom: 0.481 eV/A
ΔE to the lowest compared entry with this formula, charge and spin: 0.000 eV

Each line ends with the Löwdin spin population.
CARTESIAN COORDINATES (ANGSTROEM)
1 Pd -0.1591 -0.1681 0.1415  0.3620
2 C 2.9506 2.4779 1.9514  0.0077
3 C 1.9293 3.0676 1.0344  0.0575
4 N 2.1943 4.2097 0.4409  -0.0130
5 C 1.2919 4.7469 -0.3942  0.0769
6 C 0.0608 4.1929 -0.6807  -0.0075
7 C -0.8974 4.8730 -1.6229  -0.0033
8 O -1.3816 3.9957 -2.6282  -0.0017
9 C -0.2442 2.9574 -0.0897  0.0587
10 C -1.5256 2.3397 -0.3455  -0.0074
11 N -1.7931 1.0882 -0.1781  0.0278
12 C -3.1388 0.6234 -0.3165  0.0000
13 C -4.2310 1.4976 -0.3217  0.0038
14 C -5.5153 1.0259 -0.5066  -0.0004
15 C -5.7513 -0.3311 -0.6689  0.0051
16 C -4.6940 -1.2201 -0.6142  -0.0021
17 C -3.4063 -0.7418 -0.4232  0.0051
18 I -1.8806 -2.1530 -0.2271  -0.0013
19 C 0.6983 2.3821 0.7968  0.0134
20 O 0.4630 1.2657 1.4249  0.2292
21 H 3.5711 3.2715 2.3597  0.0009
22 H 3.5968 1.8019 1.3844  0.0038
23 H 2.4935 1.9020 2.7514  0.0007
24 H 1.5874 5.6811 -0.8594  0.0038
25 H -0.4245 5.7610 -2.0478  -0.0002
26 H -1.7830 5.2148 -1.0809  -0.0012
27 H -0.6780 3.8264 -3.2636  -0.0001
28 H -2.3100 2.9992 -0.6909  -0.0003
29 H -4.0930 2.5552 -0.1553  0.0002
30 H -6.3396 1.7256 -0.5120  -0.0001
31 H -6.7573 -0.6998 -0.8129  0.0003
32 H -4.8710 -2.2829 -0.7057  -0.0006
33 O 0.9860 0.2896 -1.6812  0.1512
34 N 2.1522 -0.3552 -1.8168  0.0060
35 C 2.8878 -0.0549 -2.9079  0.0023
36 C 4.0749 -0.6890 -3.1461  0.0016
37 C 4.5161 -1.6578 -2.2448  -0.0021
38 C 3.7557 -1.9378 -1.1349  0.0007
39 C 2.5575 -1.2568 -0.9117  -0.0015
40 S 1.6305 -1.5033 0.5311  0.0228
41 H 2.4410 0.6951 -3.5421  0.0007
42 H 4.6403 -0.4359 -4.0300  0.0003
43 H 5.4465 -2.1804 -2.4152  -0.0001
44 H 4.0611 -2.6774 -0.4083  0.0004

(3)
This record from the Open Molecules 2025 dataset describes a structure of composition C15H24N4O5Tl in a non-equilibrium geometry. The level of theory is wB97M-V/def2-TZVPD.

Properties
Calculated total energy: -1353.33703 Ha
Charge: +1
HOMO energy: -10.43 eV
Strongest force on any atom: 2.974 eV/A
ΔE to the lowest compared entry with this formula, charge and spin: 0.130 eV

Each line ends with the Löwdin charge.
CARTESIAN COORDINATES (ANGSTROEM)
1 O -0.3129 -2.8079 2.5653  -0.0806
2 H -0.3195 -3.5773 3.1638  0.0809
3 Tl 0.2181 -0.4392 0.5612  1.1206
4 N 2.2534 0.5740 -0.4490  -0.1402
5 N 0.3667 0.1982 -2.2432  -0.0442
6 O 3.1360 0.7949 0.4718  -0.1917
7 O -0.3798 -0.3040 -3.3165  -0.0777
8 C 2.6389 0.6920 -1.7481  -0.2566
9 C 1.5862 0.4784 -2.7108  -0.2664
10 C 4.0457 0.9455 -2.1654  -0.0256
11 C 1.8055 0.4331 -4.1773  -0.0135
12 H 4.7211 0.8879 -1.3044  0.0804
13 H 4.1346 1.9386 -2.6337  0.0977
14 H 4.3696 0.2157 -2.9225  0.0927
15 H 0.9170 0.7934 -4.7089  0.0938
16 H 2.0037 -0.6008 -4.5124  0.1150
17 H 2.6749 1.0457 -4.4498  0.0883
18 H 2.6257 -0.2418 1.6106  0.0254
19 H -1.1898 -0.6627 -2.9147  0.0857
20 O -0.5429 1.9352 -0.0988  -0.0853
21 H 0.0927 2.6390 0.1357  0.0838
22 H -0.3527 1.7454 -1.0426  0.0278
23 C 0.2059 -2.4855 -0.2220  -0.1645
24 H 0.3761 -3.1874 0.5979  -0.0118
25 H 1.0136 -2.4979 -0.9699  0.0111
26 H -0.7574 -2.6728 -0.7118  0.0074
27 O 2.0129 -0.9130 2.0798  -0.1627
28 H 0.4738 -2.2819 2.8243  0.0257
29 H 2.4870 -1.7752 2.0960  0.1004
30 C 0.0407 0.5761 5.1033  -0.0178
31 C -1.1859 0.0268 5.4835  -0.0166
32 C -2.1023 -0.3386 4.4909  0.0170
33 C -1.7561 -0.1743 3.1371  -0.2023
34 N -0.5273 0.2718 2.7959  0.0422
35 C 0.3282 0.6748 3.7412  -0.1019
36 C -2.7032 -0.4290 2.0240  -0.1839
37 C -4.0734 -0.6724 2.2390  0.0243
38 C -4.9353 -0.7310 1.1377  -0.0163
39 C -4.4103 -0.5559 -0.1487  -0.0206
40 C -3.0345 -0.3890 -0.2898  -0.0969
41 N -2.2182 -0.3617 0.7663  0.0249
42 H 0.7794 0.9060 5.8295  0.1198
43 H -1.4452 -0.1090 6.5290  0.1208
44 H -3.0799 -0.7607 4.7062  0.1103
45 H 1.2908 1.0666 3.4088  0.1244
46 H -4.4273 -0.7970 3.2610  0.1111
47 H -6.0003 -0.9019 1.2818  0.1217
48 H -5.0258 -0.5578 -1.0428  0.1173
49 H -2.5614 -0.2571 -1.2624  0.1068

(4)
This record from the Open Molecules 2025 dataset describes a structure of composition C30H30Br18F8O24 in a non-equilibrium geometry. The level of theory is wB97M-V/def2-TZVPD.

Properties
Calculated total energy: -50098.06709 Ha
Charge: 0
HOMO energy: -10.06 eV
Strongest force on any atom: 5.542 eV/A
ΔE to the lowest compared entry with this formula, charge and spin: 2.286 eV

Each line ends with the Löwdin charge.
CARTESIAN COORDINATES (ANGSTROEM)
1 C -4.5361 -0.4493 -3.3303  -0.0666
2 C -4.6166 -0.5746 -1.8313  -0.3696
3 O -4.4243 0.7676 -1.3450  0.1294
4 C -4.4869 1.6299 -2.3900  -0.5109
5 O -4.5808 2.8263 -2.2817  0.1440
6 O -4.6350 0.9361 -3.5590  0.0803
7 F -3.6640 -1.3484 -1.4388  0.1031
8 H -5.2380 -1.1414 -3.7956  0.1496
9 H -3.5445 -0.8301 -3.5747  0.1295
10 H -5.5964 -0.9086 -1.4900  0.1568
11 C 2.5461 -1.9786 5.4193  -0.1201
12 C 2.0279 -0.9001 6.2456  -0.3948
13 O 0.7029 -0.9415 5.9421  0.1337
14 C 0.6180 -1.2753 4.6029  -0.4486
15 O -0.3149 -1.0739 3.8046  0.0822
16 O 1.8335 -1.7911 4.2750  0.0238
17 F 2.5178 0.2959 5.9166  0.1078
18 H 2.3488 -2.9401 5.8933  0.1527
19 H 3.6171 -1.8667 5.2502  0.1545
20 H 2.1107 -1.0908 7.3156  0.1798
21 C 3.4431 -0.8308 -3.3043  -0.0943
22 C 3.8528 0.5905 -2.8008  -0.3162
23 O 3.0954 1.4800 -3.6294  0.0942
24 C 2.3819 0.7383 -4.5486  -0.5301
25 O 1.6042 1.1957 -5.3634  0.1298
26 O 2.4656 -0.5552 -4.3050  0.0676
27 F 5.1509 0.8101 -2.9900  0.0917
28 H 2.9656 -1.3675 -2.4844  0.0536
29 H 4.2935 -1.3139 -3.7853  0.1191
30 H 3.5880 0.7944 -1.7633  0.0725
31 C 2.3173 5.9160 -0.0108  -0.0854
32 C 1.4785 5.5925 1.1589  -0.4026
33 O 0.9394 6.8287 1.4422  0.1706
34 C 1.6794 7.8201 0.9849  -0.5541
35 O 1.5949 9.0571 1.2213  0.1020
36 O 2.6507 7.2837 0.3338  0.1141
37 F 2.1694 5.2524 2.2242  0.1011
38 H 1.5871 5.8348 -0.8160  0.0576
39 H 3.1512 5.2588 -0.2571  0.1292
40 H 0.9172 4.6954 0.8979  0.0946
41 C -1.3561 1.0982 -6.0304  -0.0848
42 C -1.0454 -0.2968 -6.5180  -0.2816
43 O -2.2487 -0.6108 -7.1433  0.1380
44 C -3.2644 0.2015 -6.7977  -0.5312
45 O -4.4493 0.1177 -7.0622  0.1475
46 O -2.7503 1.1765 -6.0429  0.0740
47 F -0.8534 -1.2260 -5.5143  0.0382
48 H -0.9658 1.8666 -6.6978  0.1484
49 H -1.0175 1.3090 -5.0160  0.1209
50 H -0.1458 -0.3443 -7.1317  0.1695
51 C -1.4204 -4.9629 -3.5684  -0.0908
52 C -2.3673 -3.9004 -3.1888  -0.3618
53 O -2.2286 -3.9367 -1.8171  0.1212
54 C -1.9232 -5.1559 -1.4175  -0.5073
55 O -1.8702 -5.5858 -0.2612  0.0589
56 O -1.5128 -5.8602 -2.5156  0.0873
57 F -3.5971 -4.2383 -3.5656  0.1192
58 H -0.4102 -4.5537 -3.5564  0.1468
59 H -1.7593 -5.4107 -4.5025  0.1593
60 H -2.0366 -2.9616 -3.6330  0.1672
61 C 0.1157 -2.0552 -0.0095  -0.1317
62 C -0.3863 -0.6577 0.4387  -0.2874
63 O -0.8679 -0.3411 -0.8401  0.1156
64 C -0.0454 -0.8403 -1.7437  -0.5904
65 O 0.0436 -0.4429 -2.8879  0.1502
66 O 0.6587 -1.8129 -1.2428  0.0877
67 F 0.6506 0.1308 0.7290  0.0457
68 H -0.7158 -2.7556 -0.0888  0.0829
69 H 0.8492 -2.5308 0.6416  0.0759
70 H -1.0584 -0.6627 1.2968  0.1400
71 C 2.6393 5.0875 6.1998  -0.0411
72 C 1.2107 5.2696 5.9688  -0.3780
73 O 0.8200 4.1299 5.3758  0.1166
74 C 1.8415 3.4525 4.8746  -0.5489
75 O 1.7726 2.4136 4.2200  0.0974
76 O 2.9752 4.0186 5.2893  0.1064
77 F 1.0351 6.2500 5.0608  0.0918
78 H 2.8766 4.8023 7.2247  0.1432
79 H 3.1802 6.0236 6.0614  0.1511
80 H 0.5756 5.4930 6.8261  0.1807
81 C 3.7214 0.3673 1.7607  -1.3533
82 Br 3.8461 -1.3571 0.6730  0.5498
83 Br 3.6242 2.0649 0.6292  0.5616
84 Br 5.2655 0.6694 2.9925  0.5427
85 H 2.8238 0.2436 2.3666  -0.0446
86 C -0.6186 -5.8663 3.7344  -1.4653
87 Br -1.0760 -7.3904 2.5654  0.5894
88 Br -2.2042 -5.1122 4.7062  0.5164
89 Br 0.4263 -4.4282 2.8976  0.5954
90 H 0.0119 -6.2775 4.5227  -0.0365
91 C -2.8635 1.2531 3.8382  -1.5268
92 Br -4.7125 0.8638 4.5101  0.5127
93 Br -1.6238 1.9185 5.1901  0.6310
94 Br -2.9319 2.5467 2.3878  0.5653
95 H -2.4327 0.3400 3.4274  -0.0568
96 C 2.8545 -5.4234 -1.7178  -1.4986
97 Br 3.4140 -7.2768 -1.9706  0.5786
98 Br 3.8208 -4.0011 -2.6645  0.6431
99 Br 2.9685 -5.0605 0.2432  0.4937
100 H 1.8143 -5.3546 -2.0363  -0.0398
101 C -4.5917 -3.0199 2.6112  -1.5312
102 Br -5.7858 -1.8065 1.7045  0.5816
103 Br -2.8669 -3.1757 1.6465  0.6292
104 Br -5.5630 -4.6973 2.9572  0.5476
105 H -4.2747 -2.6105 3.5704  -0.0382
106 C 0.4449 3.5879 -2.7965  -1.4727
107 Br -1.3186 4.3581 -3.2894  0.5852
108 Br 0.3476 2.9070 -0.9784  0.6812
109 Br 1.9182 4.8332 -3.2185  0.6439
110 H 0.6019 2.7800 -3.5112  -0.0634

Which of these has the lowest strongest force on any atom? C19H16IN3O3PdS